[1]
Here is C27H53BCaClF11MgN3O10S2 as an isolated structure from the Open Molecules 2025 dataset. Energies are from ωB97M-V with the def2-TZVPD basis set.

Structure (XYZ):
```
110
C27H53BCaClF11MgN3O10S2, DFT ωB97M-V with the def2-TZVPD basis set
C -3.719 6.435 -1.314
C -2.871 5.370 -2.236
O -3.847 4.813 -3.224
C -2.147 4.158 -1.339
O -2.713 2.849 -1.700
B -1.722 1.754 -1.543
C -1.932 0.747 -0.251
C -3.474 0.743 0.351
C -4.486 -0.290 -0.488
S -6.238 0.208 0.045
C -7.477 -0.294 -1.281
S -8.222 -1.844 -1.055
N -7.866 0.562 -2.465
C -6.711 0.836 -3.403
C -5.798 2.143 -3.022
O -6.554 3.357 -2.679
C -8.008 3.160 -2.781
C -8.583 1.820 -2.027
C -0.551 1.634 -2.692
F -1.065 2.305 -3.919
F 0.645 2.450 -2.260
C 0.014 0.119 -2.959
F 1.214 0.280 -3.862
F 0.569 -0.536 -1.716
C -1.015 -0.876 -3.763
F -0.251 -2.161 -3.984
F -1.301 -0.359 -5.140
F -2.233 -1.257 -3.013
H -4.868 6.221 -1.245
H -3.250 6.453 -0.236
H -3.586 7.540 -1.743
H -2.095 5.995 -2.856
H -3.324 4.298 -3.934
H -2.448 4.407 -0.213
H -0.998 4.274 -1.533
H -1.719 -0.382 -0.575
H -1.126 1.063 0.565
H -3.387 0.250 1.435
H -3.937 1.836 0.428
H -4.347 -0.140 -1.664
H -4.250 -1.417 -0.271
H -7.054 0.939 -4.518
H -5.997 -0.118 -3.353
H -5.108 1.895 -2.107
H -5.114 2.413 -3.962
H -8.508 4.093 -2.230
H -8.333 3.261 -3.913
H -8.575 1.876 -0.855
H -9.720 1.700 -2.368
C 4.543 -0.363 1.436
N 4.038 1.005 1.897
C 4.900 1.452 3.076
C 2.597 0.882 2.359
C 4.186 2.066 0.773
C 3.349 1.795 -0.489
O 3.710 0.560 -1.093
H 4.669 -0.998 2.322
H 3.798 -0.824 0.783
H 5.502 -0.230 0.929
H 4.800 0.716 3.880
H 4.545 2.431 3.413
H 5.940 1.513 2.741
H 1.989 0.495 1.537
H 2.246 1.872 2.666
H 2.562 0.185 3.202
H 5.252 2.093 0.519
H 3.899 3.030 1.209
H 3.533 2.592 -1.217
H 2.278 1.784 -0.267
H 3.148 0.443 -1.884
O -2.704 9.028 -2.434
H -2.135 9.495 -3.019
O -0.515 6.921 -4.224
H -0.125 6.068 -4.279
Mg -4.220 -2.416 -1.673
C 8.384 -1.582 2.991
C 8.164 -3.084 2.965
O 8.238 -3.630 4.291
C 7.111 -3.494 5.061
O 6.084 -2.941 4.681
C 7.309 -4.159 6.424
F 8.507 -3.843 6.995
F 7.275 -5.520 6.341
F 6.354 -3.809 7.332
H 9.328 -1.340 3.491
H 8.406 -1.176 1.976
H 7.590 -1.076 3.549
H 8.959 -3.559 2.381
H 7.213 -3.346 2.488
C -3.715 -1.091 -7.717
O -3.921 -0.982 -6.321
H -4.646 -0.844 -8.234
H -2.934 -0.393 -8.027
H -3.424 -2.114 -7.965
H -3.079 -1.206 -5.889
C 3.631 -9.442 5.127
O 3.941 -9.386 3.943
N 4.120 -8.622 6.122
C 3.701 -8.754 7.502
C 5.084 -7.598 5.778
H 2.906 -10.185 5.496
H 3.245 -7.813 7.824
H 4.579 -8.967 8.119
H 2.975 -9.562 7.618
H 4.638 -6.923 5.040
H 5.964 -8.072 5.334
H 5.378 -7.031 6.665
Cl -9.620 4.289 -3.717
Ca -6.620 -3.080 0.539
F 1.180 4.153 -1.495
```

The calculation puts the energy at -5233.62665 Ha. Its lowest unoccupied orbital energy is -6.215 eV. As for the charge: +1. Its highest occupied orbital energy is -8.0 eV. The HOMO-LUMO gap is 1.814 eV.

[2]
Here is C22H49N2P3SSeZr as an isolated structure from the Open Molecules 2025 dataset. Energies are from ωB97M-V with the def2-TZVPD basis set.

Structure (XYZ):
```
79
C22H49N2P3SSeZr, DFT ωB97M-V with the def2-TZVPD basis set
Zr -0.073 -0.328 -0.244
P 0.421 2.157 0.678
P -2.687 0.235 -0.587
P 2.279 -0.225 -1.298
H -1.352 -1.810 -2.626
C -0.504 -1.745 -1.941
C -0.556 -2.393 -0.637
H -1.396 -2.782 -0.083
C 0.606 3.689 -0.296
C -0.874 2.607 1.897
C 1.913 2.220 1.745
C -3.624 -0.777 -1.814
C -3.592 -0.331 0.913
C -3.527 1.847 -0.879
C 2.744 -1.305 -2.695
C 3.415 -0.862 -0.018
C 3.118 1.274 -1.903
H 0.448 -1.886 -2.489
H 0.404 -2.805 -0.308
H 0.809 4.544 0.361
H -0.317 3.882 -0.852
H 1.422 3.613 -1.022
H -0.414 3.242 2.650
H -1.281 1.714 2.360
H -1.661 3.168 1.392
H 1.693 2.859 2.613
H 2.789 2.625 1.218
H 2.162 1.219 2.126
H -4.704 -0.687 -1.633
H -3.364 -1.834 -1.710
H -3.424 -0.469 -2.844
H -4.413 0.348 1.151
H -2.906 -0.372 1.764
H -4.007 -1.330 0.746
H -4.603 1.767 -0.660
H -3.420 2.169 -1.921
H -3.109 2.622 -0.231
H 3.831 -1.209 -2.831
H 2.219 -0.987 -3.603
H 2.479 -2.344 -2.480
H 4.289 -1.297 -0.519
H 2.929 -1.637 0.586
H 3.728 -0.066 0.666
H 4.075 0.964 -2.338
H 3.298 2.003 -1.112
H 2.512 1.746 -2.682
C 0.015 0.976 -5.752
C -0.301 -0.348 -6.098
C 0.466 -1.033 -7.031
C 1.551 -0.476 -7.707
C 1.946 0.790 -7.271
C 1.228 1.482 -6.281
Se -1.041 2.022 -4.564
H -2.052 0.880 -4.205
H -1.131 -0.873 -5.638
H 0.241 -2.052 -7.282
H 2.062 -1.045 -8.494
H 2.862 1.203 -7.704
H 1.650 2.437 -5.949
C -1.219 -3.877 6.071
C -0.179 -2.976 5.428
N -0.733 -2.281 4.238
C -0.087 -1.243 3.598
S 0.552 -1.416 1.983
N 0.078 -0.069 4.183
C -0.458 0.311 5.491
C 0.588 1.058 6.298
H -2.232 -3.469 6.107
H -0.964 -4.096 7.109
H -1.270 -4.832 5.550
H 0.181 -2.255 6.160
H 0.726 -3.558 5.166
H -1.214 -2.906 3.584
H 0.553 0.613 3.579
H -1.353 0.913 5.305
H -0.796 -0.611 5.969
H 1.024 1.906 5.740
H 0.113 1.402 7.215
H 1.416 0.394 6.589
```

The calculation puts the energy at -4846.31680 Ha. Its lowest unoccupied orbital energy (spin up / spin down) is -15.430 / -15.431 eV. The value obtained for the relative energy (zero: lowest compared OMol25 entry of this formula, charge and spin) is 20.21 kcal/mol. As for the charge: +4. Its highest occupied orbital energy (spin up / spin down) is -18.1 / -18.1 eV. The HOMO-LUMO gap (spin up / spin down) is 2.623 / 2.622 eV.

[3]
Here is C13H28N2NaOS4 as an isolated structure from the Open Molecules 2025 dataset. Energies are from ωB97M-V with the def2-TZVPD basis set.

Structure (XYZ):
```
49
C13H28N2NaOS4, DFT ωB97M-V with the def2-TZVPD basis set
Na 0.030 0.444 0.299
C -2.702 -1.504 1.822
C -2.599 -0.286 2.732
S -2.253 1.226 1.794
C -1.718 2.355 3.101
C -0.204 2.452 3.263
S 0.442 0.849 3.783
C 2.196 0.939 3.393
C 2.705 -0.458 3.056
S 2.181 -1.039 1.420
C 1.334 -2.598 1.777
C -0.098 -2.489 2.285
S -1.198 -1.982 0.937
H -3.460 -1.343 1.052
H -3.048 -2.355 2.413
H -1.823 -0.435 3.479
H -3.550 -0.164 3.254
H -2.195 2.058 4.037
H -2.121 3.337 2.852
H 0.032 3.235 3.987
H 0.247 2.745 2.310
H 2.764 1.335 4.237
H 2.359 1.614 2.549
H 2.371 -1.176 3.807
H 3.795 -0.461 3.081
H 1.944 -3.154 2.493
H 1.376 -3.166 0.845
H -0.141 -1.766 3.097
H -0.413 -3.463 2.666
C -2.206 -0.225 -3.016
N -0.938 -0.084 -3.706
C -0.801 -0.879 -4.914
C 0.131 0.341 -2.982
O 0.056 0.460 -1.746
N 1.288 0.616 -3.643
C 2.477 0.851 -2.845
C 1.313 1.249 -4.951
H -3.007 -0.179 -3.753
H -2.336 0.588 -2.307
H -2.273 -1.179 -2.484
H -1.300 -1.839 -4.764
H 0.248 -1.072 -5.120
H -1.252 -0.388 -5.780
H 2.519 0.144 -2.020
H 2.505 1.871 -2.448
H 3.351 0.700 -3.476
H 0.316 1.302 -5.376
H 1.964 0.702 -5.635
H 1.693 2.270 -4.851
```

The calculation puts the energy at -2451.83173 Ha. Its lowest unoccupied orbital energy is -2.200 eV. As for the charge: +1. Its highest occupied orbital energy is -11.6 eV. The HOMO-LUMO gap is 9.398 eV.

[4]
Here is a 4-piece molecular cluster, H8O4 overall from the Open Molecules 2025 dataset. Energies are from ωB97M-V with the def2-TZVPD basis set.

Structure (XYZ):
```
12
H8O4, DFT ωB97M-V with the def2-TZVPD basis set
O 0.159 -0.511 -2.402
H -0.339 -0.191 -1.607
H -0.253 -1.315 -2.647
O -0.885 -0.167 0.184
H -1.008 -1.013 0.521
H -1.195 0.477 0.842
O -0.834 1.562 2.252
H 0.098 1.529 2.227
H -1.121 2.338 1.760
O 2.103 -0.760 -0.493
H 1.839 -0.782 0.413
H 1.434 -1.164 -1.051
```

The calculation puts the energy at -305.74383 Ha. Its lowest unoccupied orbital energy is 0.377 eV. The value obtained for the relative energy (zero: lowest compared OMol25 entry of this formula, charge and spin) is 22.20 kcal/mol. As for the charge: 0. Its highest occupied orbital energy is -10.6 eV. The HOMO-LUMO gap is 10.952 eV. Its SMILES is O.O.O.O.

[5]
Here is a 3-piece molecular cluster, C4H15NO3 overall from the Open Molecules 2025 dataset. Energies are from ωB97M-V with the def2-TZVPD basis set.

Structure (XYZ):
```
23
C4H15NO3, DFT ωB97M-V with the def2-TZVPD basis set
C -0.101 1.847 0.227
N -0.961 0.870 -0.507
C -1.698 -0.092 0.358
C -1.437 -1.594 0.353
C 0.094 -1.943 0.609
O 0.641 -0.962 1.340
H 0.816 1.797 -0.485
H -0.547 2.867 0.004
H 0.112 1.890 1.348
H -0.295 0.450 -1.234
H -1.680 0.170 1.449
H -2.801 0.190 0.177
H -1.909 -2.136 1.086
H -1.543 -1.954 -0.709
H 0.724 -2.069 -0.288
H 0.103 -2.929 1.087
H 0.021 -0.813 2.090
H 2.455 0.305 -0.263
H 1.764 0.630 1.003
O 2.320 0.983 0.234
H 0.743 1.439 -2.415
H 2.109 0.485 -2.740
O 1.073 0.570 -2.725
```

The calculation puts the energy at -441.73944 Ha. Its lowest unoccupied orbital energy is 0.579 eV. The value obtained for the relative energy (zero: lowest compared OMol25 entry of this formula, charge and spin) is 89.38 kcal/mol. As for the charge: 0. Its highest occupied orbital energy is -8.3 eV. The HOMO-LUMO gap is 8.859 eV. Its SMILES is CNCCCO.O.O.

[6]
Here is C2H4N2O2 as an isolated structure from the Open Molecules 2025 dataset. Energies are from ωB97M-V with the def2-TZVPD basis set.

Structure (XYZ):
```
10
C2H4N2O2, DFT ωB97M-V with the def2-TZVPD basis set
C -0.127 -0.309 -0.125
C 0.618 1.249 -1.003
N -1.318 0.048 0.528
N 0.504 -1.362 0.235
O -0.067 2.154 -0.667
O 1.632 0.955 -1.519
H -1.212 1.089 0.520
H -1.336 -0.286 1.456
H 1.232 -1.690 -0.428
H 0.073 -1.849 1.002
```

The calculation puts the energy at -338.57828 Ha. Its lowest unoccupied orbital energy is 0.382 eV. The value obtained for the relative energy (zero: lowest compared OMol25 entry of this formula, charge and spin) is 47.01 kcal/mol. As for the charge: 0. Its highest occupied orbital energy is -9.6 eV. The HOMO-LUMO gap is 9.944 eV.

[7]
Here is one molecule with the formula C4H6OS2 from the Open Molecules 2025 dataset. Energies are from ωB97M-V with the def2-TZVPD basis set.

Structure (XYZ):
```
13
C4H6OS2, DFT ωB97M-V with the def2-TZVPD basis set
C -1.226 -1.171 1.990
C -0.206 -0.958 0.920
C 0.727 0.717 -1.055
C 0.568 1.718 -2.259
H -0.840 -2.224 2.532
H -2.325 -1.473 1.531
H -1.233 -0.288 2.671
H 1.374 -0.117 -1.413
H 1.516 1.317 -0.542
H 1.571 1.844 -2.624
O -0.437 2.310 -2.413
S 1.249 -1.805 0.879
S -0.738 0.129 -0.217
```

The calculation puts the energy at -1027.55153 Ha. Its lowest unoccupied orbital energy is -0.377 eV. The value obtained for the relative energy (zero: lowest compared OMol25 entry of this formula, charge and spin) is 50.21 kcal/mol. As for the charge: 0. Its highest occupied orbital energy is -8.7 eV. The HOMO-LUMO gap is 8.345 eV. Its SMILES is CC(=S)SCC=O.